# C22H26N4O3

A single C22H26N4O3 molecule (ωB97M-V/def2-TZVPD, the Open Molecules 2025 dataset).

Geometry as XYZ:
```
55
Properties=species:S:1:pos:R:3:forces:R:3:nbo_charge:R:1
C 3.341131 5.739050 -6.527218 0.1 0.2 0.0 -0.25
O 2.744448 4.465186 -6.575795 -0.1 -0.3 0.0 -0.49
C 2.749874 3.698064 -5.455132 0.0 -0.1 0.1 0.31
C 3.307554 4.067829 -4.235475 0.1 0.2 -0.3 -0.30
C 3.253783 3.202335 -3.156714 -0.2 -0.3 0.0 -0.20
C 2.654413 1.957151 -3.279079 0.1 0.5 -0.4 0.18
N 2.600861 1.070988 -2.188830 0.0 -0.2 0.3 -0.40
C 3.648836 0.603763 -1.424278 0.1 -0.2 0.0 0.41
C 5.052812 1.030216 -1.638991 0.0 0.0 0.0 -0.66
N 3.278671 -0.262369 -0.529849 0.5 -0.1 0.3 -0.48
C 1.921488 -0.402040 -0.672099 -0.3 0.5 -0.6 0.16
C 1.026289 -1.196087 0.029862 -0.1 0.1 -0.1 -0.20
C -0.311900 -1.136517 -0.331036 0.1 0.1 -0.2 -0.17
C -1.360863 -1.966530 0.328994 0.2 0.0 0.2 0.67
O -2.390174 -2.287318 -0.234711 -0.2 0.0 -0.1 -0.63
N -1.079377 -2.349293 1.601077 0.2 0.0 0.3 -0.62
C -2.005291 -3.116596 2.395704 -0.3 0.1 0.1 -0.23
C -2.825457 -2.228059 3.346858 0.2 -0.3 -0.2 -0.23
N -3.725163 -3.054262 4.129414 0.0 0.0 -0.1 -0.45
C -5.044287 -2.498117 4.372435 0.0 0.2 0.3 -0.24
C -5.035458 -1.441442 5.484336 -0.1 -0.1 -0.3 -0.09
O -4.512194 -1.976275 6.683176 -0.1 -0.1 0.1 -0.53
C -3.204948 -2.472623 6.489321 0.2 -0.2 -0.2 -0.09
C -3.168093 -3.536766 5.382173 -0.1 0.2 0.3 -0.25
C -0.737006 -0.302751 -1.377293 -0.1 -0.1 0.0 -0.16
C 0.136870 0.494675 -2.083181 0.0 0.1 -0.1 -0.25
C 1.474323 0.430150 -1.725303 -0.2 -0.5 0.6 0.11
C 2.094866 1.584420 -4.499883 0.1 0.1 0.1 -0.22
C 2.140169 2.446008 -5.572027 0.0 0.2 -0.1 -0.23
H 4.408171 5.674540 -6.291216 0.0 0.0 0.0 0.18
H 3.218732 6.158833 -7.524205 0.0 0.0 0.1 0.20
H 2.844750 6.388066 -5.798771 0.0 0.0 0.0 0.18
H 3.781253 5.028062 -4.107983 0.0 0.1 0.0 0.22
H 3.672574 3.505970 -2.209567 0.0 0.0 0.1 0.22
H 5.270356 1.936709 -1.074588 0.1 0.1 0.0 0.23
H 5.238743 1.223552 -2.693696 0.1 0.0 0.0 0.23
H 5.713205 0.244729 -1.282891 0.0 0.0 0.0 0.25
H 1.394306 -1.853001 0.802135 0.0 -0.1 0.1 0.22
H -0.286686 -1.943458 2.070789 0.0 0.0 -0.2 0.39
H -1.454075 -3.869218 2.965577 -0.1 0.0 0.0 0.19
H -2.686347 -3.619158 1.707002 0.1 0.0 0.2 0.24
H -3.409077 -1.534559 2.737979 0.0 0.0 0.0 0.21
H -2.136277 -1.633646 3.967548 -0.1 0.1 -0.1 0.16
H -5.435141 -2.074813 3.446697 -0.1 0.0 0.0 0.21
H -5.691902 -3.325112 4.680718 -0.1 0.1 0.0 0.20
H -6.048279 -1.110334 5.718885 0.0 0.1 -0.1 0.19
H -4.435379 -0.571704 5.171136 -0.1 0.0 0.0 0.16
H -2.897490 -2.898336 7.445877 0.1 0.0 -0.1 0.19
H -2.528337 -1.639843 6.237202 0.0 -0.1 0.0 0.16
H -2.142922 -3.871649 5.220708 0.0 -0.1 0.0 0.20
H -3.770403 -4.393918 5.698205 0.1 0.0 0.1 0.20
H -1.788317 -0.309027 -1.621155 -0.1 0.0 0.0 0.24
H -0.204924 1.139352 -2.878843 -0.1 0.0 -0.1 0.22
H 1.634737 0.613258 -4.600978 0.0 -0.1 0.0 0.23
H 1.712555 2.171917 -6.523020 -0.1 0.0 -0.1 0.23
```
Forces are in eV/Å.

Results
* energy above the lowest of the compared OMol25 structures with the same formula, charge and spin: 2.517 eV
* highest occupied orbital energy: -8.10 eV
* charge: 0
* M: 394.5 g mol⁻¹
* multiplicity: 1
* lowest unoccupied orbital energy: 0.6 eV

=====

# CH3FIP

A molecular structure, CH3FIP in a non-equilibrium geometry (ωB97M-V/def2-TZVPD, the Open Molecules 2025 dataset).

Geometry as XYZ:
```
7
Properties=species:S:1:pos:R:3:forces:R:3:nbo_charge:R:1
C 0.321961 0.455900 0.335690 -0.4 0.4 -2.3 -0.92
F -2.099827 -0.423469 0.062923 0.9 -0.4 -0.1 -0.58
P -0.595783 -1.110762 0.104406 -0.3 0.3 -1.3 0.97
I 2.406507 0.265415 0.005166 0.3 -0.3 -0.2 0.11
H -0.057503 1.131134 -0.534889 0.6 -0.5 2.4 0.27
H 0.317619 0.711882 1.365688 -0.6 1.1 0.6 0.24
H -0.292973 -1.030097 -1.338983 -0.5 -0.4 0.9 -0.09
```
Forces are in eV/Å.

Results
* energy above the lowest of the compared OMol25 structures with the same formula, charge and spin: 0.166 eV
* highest occupied orbital energy: -9.70 eV
* charge: 0
* M: 191.9 g mol⁻¹
* multiplicity: 1
* lowest unoccupied orbital energy: 0.1 eV

=====

# C20H29BrCl3HoN6O2S4Si

A molecular structure, C20H29BrCl3HoN6O2S4Si in a non-equilibrium geometry (ωB97M-V/def2-TZVPD, the Open Molecules 2025 dataset).

Geometry as XYZ:
```
67
Properties=species:S:1:pos:R:3:forces:R:3:nbo_charge:R:1
Ho -1.164971 0.211651 -1.305107 1.9 -1.3 0.3 1.44
C 2.080049 -1.382360 -0.204017 -0.4 -0.2 -0.1 -0.24
C 0.944519 -2.062461 0.550096 0.1 0.2 -0.1 -0.24
N -0.265072 -2.160477 -0.275232 -0.4 0.1 0.2 -0.64
C -0.337269 -3.307922 -1.183620 0.1 0.1 -0.2 -0.24
C 0.494982 -3.179701 -2.461834 0.0 0.2 0.0 -0.52
S 0.366857 -1.560987 -3.316201 0.1 -0.1 0.0 0.26
C 2.076581 -0.925227 -3.223860 -0.2 0.0 0.1 -0.53
C 2.310651 0.112894 -2.117249 0.0 -0.1 -0.1 -0.23
N 1.553817 -0.217217 -0.917791 -0.1 0.5 0.3 -0.66
H 2.505469 -2.074072 -0.930871 0.1 0.0 0.0 0.18
H 2.870304 -1.106300 0.498162 0.0 0.0 0.0 0.22
H 0.689765 -1.447164 1.414017 0.0 0.0 0.1 0.24
H 1.279062 -3.044739 0.905744 -0.1 0.0 0.1 0.19
H -1.043366 -2.262776 0.370010 -0.1 0.0 -0.1 0.41
H -1.381688 -3.413069 -1.471627 0.0 -0.1 0.1 0.23
H -0.025145 -4.233226 -0.681638 -0.1 0.0 0.0 0.19
H 0.138480 -3.917710 -3.178775 0.0 -0.1 0.0 0.24
H 1.550862 -3.375803 -2.285562 0.0 0.0 0.0 0.21
H 2.281416 -0.480102 -4.195932 0.1 0.0 0.0 0.24
H 2.728109 -1.790679 -3.114314 0.0 0.0 0.0 0.22
H 1.993592 1.094174 -2.468702 0.0 0.0 0.0 0.21
H 3.391919 0.159192 -1.928528 0.0 0.1 0.0 0.19
H 1.545997 0.577427 -0.281529 0.1 0.0 0.0 0.41
C 2.572311 0.080631 4.912462 0.1 0.0 -0.3 -0.52
C 1.250706 -0.677754 5.050387 -0.2 0.3 -0.4 -0.55
S -0.055005 -0.267541 3.857472 -0.1 -0.1 0.3 0.21
C -0.601056 1.382285 4.381070 0.3 -0.2 -0.2 -0.55
C 0.297261 2.543853 3.946909 0.1 -0.1 -0.3 -0.54
S 0.754723 2.441071 2.176754 0.1 0.2 0.3 0.23
C 2.512480 2.917733 2.231302 -0.4 -0.1 0.1 -0.55
C 3.440145 2.118980 3.150078 -0.1 -0.3 -0.1 -0.53
S 3.174353 0.310121 3.195336 0.1 0.1 0.2 0.16
H 3.352659 -0.460057 5.448438 0.0 0.1 0.1 0.22
H 2.486284 1.073161 5.349038 0.0 0.0 0.1 0.21
H 0.855491 -0.524201 6.056029 0.1 -0.1 0.1 0.22
H 1.404896 -1.746454 4.899596 0.0 0.0 0.1 0.23
H -0.716456 1.368332 5.465845 -0.1 0.1 0.0 0.22
H -1.587563 1.479391 3.931167 -0.1 0.0 0.0 0.25
H 1.214965 2.557965 4.531474 0.0 0.1 0.0 0.20
H -0.226787 3.487655 4.099338 0.0 0.0 0.1 0.23
H 2.589048 3.974872 2.492244 0.1 0.0 -0.1 0.22
H 2.818797 2.796178 1.190388 0.1 0.1 0.0 0.22
H 3.371579 2.470806 4.177612 0.1 0.1 0.0 0.21
H 4.468149 2.266340 2.818573 0.0 0.1 0.1 0.23
N -1.900591 0.544062 0.772525 -0.1 0.0 0.4 -0.78
C -2.636474 0.163632 1.614627 0.2 0.0 0.0 0.68
N -3.390828 -0.085263 2.578681 -0.1 0.6 0.2 -0.66
C -3.925973 -1.193192 3.029145 0.0 -0.4 -0.1 0.44
N -4.429422 -2.124500 3.495919 0.1 0.1 0.0 -0.43
Br 0.611951 6.469608 -5.523443 0.0 -0.1 0.1 0.08
C 0.876914 5.651965 -3.834780 0.0 0.1 -0.2 -0.14
C 1.626305 6.304371 -2.864031 -0.1 -0.1 0.0 0.03
N 1.822067 5.789272 -1.656836 0.1 0.1 0.1 -0.41
C 1.276055 4.613722 -1.374777 -0.1 -0.1 0.0 0.08
C 0.526280 3.886040 -2.293344 0.0 0.0 0.0 -0.21
C 0.325025 4.416272 -3.560531 0.0 -0.1 0.0 -0.15
C -0.028548 2.553041 -1.916995 0.5 0.6 -0.1 0.78
O -0.549366 1.820032 -2.805009 -0.1 0.2 -0.3 -0.75
O 0.066286 2.157375 -0.730487 -0.1 0.0 0.0 -0.72
H 2.078797 7.267557 -3.067694 0.0 0.0 0.0 0.21
H 1.436708 4.220552 -0.378016 -0.1 0.0 0.0 0.22
H -0.245083 3.864541 -4.295802 0.0 0.0 0.0 0.25
Cl -3.186539 -1.527127 -1.128553 -0.7 0.3 -0.2 -0.48
Si -3.891672 0.649805 -2.227658 -0.1 -0.8 -0.1 0.94
Cl -5.664817 -0.077430 -2.937850 -0.4 0.1 -0.1 -0.39
Cl -2.522761 -0.052460 -3.795144 -0.5 0.2 -0.4 -0.40
```
Forces are in eV/Å.

Results
* energy above the lowest of the compared OMol25 structures with the same formula, charge and spin: 0.175 eV
* highest occupied orbital energy (alpha / beta): -8.28 / -8.28 eV
* charge: 0
* M: 893.0 g mol⁻¹
* multiplicity: 5
* lowest unoccupied orbital energy (alpha / beta): -0.2 / -0.1 eV